C17H42F12N5O6P2 | ωB97M-V with the def2-TZVPD basis set

```
84
Properties=species:S:1:pos:R:3:forces:R:3
P 16.543217 -1.169757 -2.975234 0.78 0.75 2.26
P 13.667372 -5.906416 0.845167 0.76 -1.89 2.20
F 13.752296 -4.917176 -0.411179 -1.25 1.34 -0.17
F 15.238065 -5.850019 1.040179 1.44 -0.74 -0.61
F 16.485998 -1.272724 -1.355601 0.11 0.31 0.77
F 16.415999 -2.756615 -2.994516 -0.09 -1.61 -1.33
F 11.994798 -5.959193 0.868381 1.15 0.41 -0.96
F 16.607842 -1.090093 -4.628385 0.12 -0.16 1.51
F 14.968010 -1.084375 -2.893112 -1.77 0.08 -1.44
F 13.873488 -7.064993 -0.293228 -1.04 -0.49 -0.42
F 18.158836 -1.377357 -2.760684 -0.11 0.83 -1.53
F 13.597465 -7.178890 1.911014 -0.22 1.32 0.10
F 16.577704 0.444743 -2.860141 0.91 -0.15 -0.62
F 13.718252 -4.701659 1.920688 -1.99 -0.34 -0.16
O 17.328417 -3.235818 1.014913 -0.98 2.35 -2.95
O 17.857175 -3.068881 3.039000 0.65 4.18 4.83
O 18.438198 -6.105568 -3.410023 -0.46 2.49 -3.02
O 19.333376 -7.900510 -2.927828 3.03 -4.76 -0.35
O 17.783968 -7.043611 -1.689077 -0.27 -2.26 1.08
O 17.994373 -4.866191 2.074583 1.80 -5.01 -0.03
N 10.466192 -7.013321 -3.066675 -1.57 1.16 -1.10
N 16.399260 -4.786731 -1.143536 -0.12 -0.46 0.06
N 18.502639 -7.100976 -2.732940 -1.94 4.19 2.49
N 21.602730 -5.803935 0.234739 2.47 0.38 -1.30
N 17.745899 -3.689415 2.061329 -0.92 -1.72 -2.02
C 12.181882 -5.543893 -4.415363 0.47 -0.53 1.68
C 11.893605 -6.459805 -3.175571 -0.73 -0.90 0.07
C 20.044868 -10.318959 2.142558 -0.81 0.82 0.56
C 20.395995 -9.502521 0.871769 -0.02 -1.73 0.25
C 8.827169 -7.172581 -1.210601 -0.18 0.51 0.21
C 20.374097 -5.127898 -0.382728 -1.47 -1.60 1.06
C 20.686556 -3.837558 -1.047536 1.05 1.29 -0.42
C 22.233535 -3.683801 -0.974363 0.01 -0.89 0.89
C 9.444146 -5.809195 -3.098312 -1.37 -0.92 0.36
C 21.535949 -7.358938 0.107813 -0.16 0.47 1.67
C 10.171222 -8.030629 -4.212575 0.00 1.41 1.24
C 20.344687 -7.978356 0.978360 0.80 0.17 -1.61
C 8.194800 -6.303943 -2.297210 1.41 0.26 -0.03
C 13.674105 -5.119214 -4.368138 0.03 0.85 -0.21
C 21.904606 -5.409858 1.690327 -1.56 0.25 -1.15
C 10.195997 -7.680532 -1.729582 -1.33 -0.44 0.33
C 22.778227 -5.109321 -0.672662 -1.13 -0.26 0.27
H 20.072038 -11.408201 2.172729 1.03 -0.12 -0.91
H 21.423807 -9.801761 0.666484 0.12 -0.05 -0.55
H 7.462525 -6.876713 -2.866252 0.17 0.21 -0.35
H 19.616088 -4.971805 0.384837 0.05 -0.18 0.44
H 9.862005 -4.928254 -2.611034 0.47 -0.44 0.27
H 7.721073 -5.421014 -1.868116 -0.22 -0.15 -0.09
H 19.445462 -7.585015 0.504246 -0.38 -0.02 0.66
H 9.023919 -6.552252 -0.336203 -0.03 -0.07 0.05
H 16.480169 -4.355035 -2.053037 -0.50 0.67 0.00
H 16.838043 -5.690237 -1.249593 0.76 -0.87 0.04
H 9.132725 -8.355537 -4.148975 0.03 0.15 0.12
H 20.279067 -3.723267 -2.052015 0.09 -0.48 -0.03
H 20.950814 -5.613499 2.177073 0.22 0.24 0.47
H 14.428121 -5.879320 -4.572593 -0.47 -0.45 0.00
H 18.983065 -10.250923 2.379266 -0.12 0.91 0.27
H 22.729046 -5.944193 2.162443 -0.05 -0.22 -0.54
H 13.988864 -4.642756 -3.439694 -0.41 -0.18 0.31
H 22.720753 -3.272961 -1.858629 -0.16 -0.04 0.05
H 21.580916 -7.636400 -0.945325 -0.71 0.19 0.00
H 19.924615 -5.903852 -1.002378 0.20 0.19 -0.41
H 11.960434 -5.945415 -2.216911 0.57 0.52 -0.25
H 22.419473 -3.032584 -0.120288 0.39 0.10 -0.14
H 22.926452 -5.621649 -1.623267 -0.61 -0.50 0.14
H 9.095226 -5.447179 -4.065422 0.74 -0.61 -0.48
H 23.729991 -5.210534 -0.151133 -0.22 0.26 0.35
H 20.253750 -3.005167 -0.492662 -0.12 -0.10 0.02
H 10.818549 -8.890226 -4.038878 0.14 0.26 -0.33
H 19.723401 -9.906306 0.115018 0.35 0.41 -0.51
H 13.874056 -4.331660 -5.094691 -0.23 -0.03 -0.22
H 22.097220 -4.337043 1.682421 -0.07 -0.11 0.16
H 15.494083 -4.955236 -0.728380 -0.56 0.26 -0.80
H 22.452376 -7.748850 0.550805 0.30 0.29 0.03
H 11.921287 -5.927007 -5.401978 0.06 -0.55 0.18
H 10.111748 -8.750079 -1.922094 0.49 0.06 0.11
H 10.891745 -7.457223 -0.920779 0.75 0.02 -0.70
H 10.329674 -7.475216 -5.136973 0.19 -0.45 0.02
H 16.829872 -4.251882 -0.402864 1.06 0.90 0.74
H 12.442576 -7.388500 -3.019870 0.79 0.29 -0.53
H 20.650415 -9.943051 2.967244 -0.20 -0.10 0.31
H 8.124126 -7.946950 -0.903696 0.35 -0.22 0.01
H 11.493482 -4.716791 -4.241888 0.41 0.50 -0.22
H 20.458257 -7.744082 2.036811 -0.14 0.56 -0.17
```
Positions in Å, forces in eV/Å.

The value obtained for the orbital gap is 5.717 eV. Its total charge is -1. As for the energy above the lowest of the compared OMol25 structures with the same formula, charge and spin: 63.96 kcal per mole.

C22H22F3Si | ωB97M-V with the def2-TZVPD basis set

```
48
Properties=species:S:1:pos:R:3:forces:R:3
Si 0.219648 0.467379 2.192633 -0.44 -0.67 -1.48
F -2.908478 1.024736 -3.500774 0.39 -1.01 0.44
F 5.398785 -2.275937 -2.058810 -1.15 0.75 -0.13
F 3.282721 1.726035 -3.500862 -0.12 -1.32 0.39
C -0.767742 3.114070 2.609821 -0.12 -0.78 0.19
C -3.143596 -2.521269 -2.731316 0.18 0.27 0.21
C 1.935697 -0.136129 -2.871367 0.37 -0.10 0.05
C 0.053917 -1.154428 3.067168 0.13 0.11 0.56
C 1.838421 -1.447587 -2.377365 0.38 0.29 -0.09
C -2.550320 -0.250879 -3.122105 -0.14 0.50 0.10
C -3.521326 -1.239174 -3.148588 0.23 -0.08 0.00
C 4.395890 -0.255014 -2.812612 -0.45 -0.17 0.11
C -1.263135 1.004644 1.235974 0.59 -0.41 -0.11
C -1.226983 -0.474613 -2.720212 -0.46 -0.23 -0.24
C -1.531128 3.286173 4.908145 0.12 -0.28 -0.50
C -1.824696 -2.781979 -2.368339 -0.17 0.09 -0.22
C 0.592346 -2.312529 -2.319244 -0.05 0.26 -0.59
C -2.225612 2.069191 4.789082 0.01 0.04 0.14
C 1.854160 1.112333 1.626256 0.29 0.25 0.47
C 3.023619 -2.122580 -2.037050 0.19 0.01 -0.06
C -2.179486 1.345311 3.605802 0.73 0.17 -0.27
C 4.257514 -1.545223 -2.295717 0.55 -0.16 0.02
C 3.206618 0.423927 -3.049730 0.03 0.54 -0.13
C -1.363463 1.813478 2.525899 -1.16 0.88 -0.05
C -0.844356 3.820676 3.804319 0.05 0.10 0.25
C -0.831417 -1.792770 -2.446064 -0.18 0.22 0.08
H -0.288976 3.524697 1.710053 -0.07 -0.14 0.55
H 1.073090 0.456146 -3.156101 0.45 -0.19 -0.06
H -0.362745 4.799688 3.883092 -0.22 -0.37 -0.01
H 2.118089 2.012917 2.204151 0.17 -0.31 -0.30
H 0.717813 -3.038124 -3.149138 -0.12 0.36 0.24
H 2.619435 0.338169 1.796684 -0.20 0.32 0.02
H -0.149013 -0.975356 4.138240 0.15 -0.35 -0.38
H -2.751353 0.419711 3.455631 0.32 0.39 0.25
H 2.975067 -3.130099 -1.620687 0.12 0.24 -0.22
H 1.842784 1.354475 0.551692 -0.16 -0.05 0.38
H -1.521052 3.814166 5.862516 -0.12 -0.09 -0.33
H -0.563012 0.381479 -2.646439 -0.30 -0.31 -0.21
H -3.884013 -3.316573 -2.682616 0.14 0.17 -0.06
H -2.020332 0.229375 1.088397 0.03 0.38 0.15
H 0.650805 -2.940406 -1.445721 0.05 -0.19 0.54
H -1.053954 1.570248 0.322569 -0.20 0.02 0.36
H -0.761721 -1.757705 2.636480 0.24 0.35 0.15
H -2.807821 1.688608 5.632537 0.19 0.19 -0.31
H -4.534624 -1.017981 -3.482606 0.31 0.00 0.11
H -1.538065 -3.782249 -2.039161 -0.09 0.18 -0.25
H 0.998058 -1.714958 2.964447 -0.32 0.21 0.14
H 5.363965 0.185915 -3.028941 -0.18 -0.08 0.10
```
Positions in Å, forces in eV/Å.

The value obtained for the orbital gap is 6.849 eV. Its total charge is +1. As for the energy above the lowest of the compared OMol25 structures with the same formula, charge and spin: 7.98 kcal per mole.

CH3NO2S | ωB97M-V with the def2-TZVPD basis set

```
8
Properties=species:S:1:pos:R:3:forces:R:3
S 2.148670 0.116889 -0.324241 -1.66 -0.53 -3.27
O 2.467316 0.101439 1.049079 1.25 0.30 3.71
O 0.864040 -0.895126 -0.476120 8.82 -4.33 -1.74
N -0.988109 1.288053 -0.622298 -0.66 -1.82 1.71
C -1.362204 0.273951 0.053386 -1.22 2.12 -0.25
H -1.934418 -0.496495 -0.510336 0.31 0.13 0.36
H -1.298668 0.145658 1.189026 0.18 0.35 -1.46
H 0.103377 -0.534372 -0.358494 -7.01 3.78 0.94
```
Positions in Å, forces in eV/Å.

The value obtained for the orbital gap (alpha / beta) is 9.972 / 7.611 eV. As for the energy above the lowest of the compared OMol25 structures with the same formula, charge and spin: 92.87 kcal per mole.